(1)
{"formula": "C3H5N3O", "method": "ωB97M-V/def2-TZVPD", "e_homo_ev": [-8.798, -9.577], "de_lowest_kj_mol": 581.69, "orbital_gap_ev": [6.76, 8.06], "fmax_ha_per_bohr": 0.019, "species": ["N", "C", "C", "O", "N", "C", "N", "H", "H", "H", "H", "H"], "xyz": [[0.911, -1.118, -0.968], [0.016, -0.242, -0.728], [-0.482, 0.759, -1.636], [-1.360, 1.462, -1.026], [-1.546, 1.160, 0.316], [-0.702, 0.107, 0.538], [-0.390, -0.477, 1.641], [2.106, -0.426, 0.878], [0.980, -1.748, -0.164], [-0.308, 0.941, -2.687], [1.551, -0.435, 1.391], [-0.775, 0.017, 2.446]]}

(2)
{"formula": "C8H15F3N5O2", "method": "ωB97M-V/def2-TZVPD", "e_homo_ev": -13.002, "charge": 1, "orbital_gap_ev": 9.96, "fmax_ha_per_bohr": 0.067, "species": ["N", "N", "C", "C", "C", "F", "F", "F", "C", "N", "C", "N", "N", "C", "C", "C", "O", "H", "H", "H", "H", "H", "H", "H", "H", "H", "H", "H", "H", "H", "O", "H", "H"], "xyz": [[0.853, -0.369, 2.228], [1.039, -0.784, 0.911], [2.391, -1.246, 0.552], [3.109, -0.316, -0.411], [4.561, -0.715, -0.547], [5.069, -0.263, -1.698], [5.313, -0.226, 0.445], [4.713, -2.049, -0.550], [0.085, -0.800, -0.020], [0.315, -1.207, -1.280], [-0.839, -1.087, -1.899], [-1.783, -0.611, -1.102], [-1.217, -0.422, 0.129], [-2.020, 0.062, 1.227], [-1.712, 1.543, 1.552], [-2.230, 2.641, 0.531], [-0.765, 2.059, 0.772], [0.719, 0.631, 2.300], [0.153, -0.901, 2.719], [2.938, -1.303, 1.486], [2.318, -2.250, 0.147], [2.691, -0.370, -1.410], [3.099, 0.714, -0.066], [-0.997, -1.337, -2.934], [-2.751, -0.452, -1.372], [-3.068, -0.030, 0.962], [-1.847, -0.504, 2.134], [-1.793, 1.810, 2.605], [-2.825, 1.860, -0.003], [-2.003, 3.145, -0.406], [-4.212, 0.873, -2.074], [-4.153, 1.217, -2.973], [-5.151, 0.688, -1.953]]}

(3)
{"formula": "CH4N2S2", "method": "ωB97M-V/def2-TZVPD", "e_homo_ev": -8.698, "de_lowest_kj_mol": 118.16, "orbital_gap_ev": 9.31, "fmax_ha_per_bohr": 0.046, "species": ["C", "H", "H", "H", "H", "N", "N", "S", "S"], "xyz": [[0.227, -0.807, -0.312], [-2.665, 0.212, -1.238], [-0.441, 1.092, 0.240], [0.007, -1.606, -1.000], [2.193, -0.575, 2.512], [-0.601, 0.300, -0.391], [1.013, -1.107, 0.616], [-1.534, 0.562, -1.825], [1.326, 0.149, 1.812]]}

(4)
{"formula": "C24H38N2O5", "method": "ωB97M-V/def2-TZVPD", "e_homo_ev": -8.007, "de_lowest_kj_mol": 0.00, "orbital_gap_ev": 8.76, "fmax_ha_per_bohr": 0.010, "species": ["C", "H", "O", "C", "H", "C", "O", "C", "C", "H", "C", "N", "C", "O", "C", "C", "C", "C", "C", "C", "H", "O", "C", "C", "C", "N", "C", "C", "H", "H", "H", "H", "C", "C", "H", "H", "H", "C", "H", "H", "H", "H", "H", "H", "H", "H", "H", "O", "C", "H", "H", "H", "H", "H", "C", "C", "H", "H", "H", "H", "H", "H", "H", "H", "H", "H", "H", "H", "H"], "xyz": [[6.379, -0.103, 3.146], [7.161, -0.552, 3.772], [6.255, -0.784, 1.924], [5.910, -2.142, 2.083], [4.936, -2.237, 2.587], [5.846, -2.820, 0.710], [4.644, -2.634, 0.015], [4.448, -1.366, -0.598], [3.542, -0.460, 0.244], [4.030, -0.223, 1.187], [3.238, 0.839, -0.506], [2.646, 0.557, -1.791], [1.336, 0.722, -2.101], [0.837, 0.230, -3.099], [0.531, 1.585, -1.184], [0.848, 2.914, -0.969], [0.023, 3.706, -0.181], [-1.118, 3.180, 0.399], [-1.456, 1.824, 0.171], [-0.629, 1.052, -0.625], [-0.860, 0.021, -0.837], [-2.587, 1.403, 0.790], [-3.088, 0.100, 0.544], [-3.770, -0.008, -0.821], [-4.419, -1.383, -0.965], [-5.399, -1.570, 0.084], [-4.756, -1.562, 1.381], [-4.123, -0.194, 1.627], [-3.650, -0.166, 2.610], [-4.890, 0.579, 1.591], [-5.504, -1.754, 2.151], [-3.970, -2.336, 1.458], [-6.343, -2.654, -0.153], [-5.775, -4.065, 0.059], [-6.509, -4.806, -0.245], [-4.875, -4.210, -0.535], [-5.534, -4.231, 1.106], [-7.602, -2.452, 0.693], [-7.921, -1.415, 0.632], [-8.401, -3.089, 0.322], [-7.425, -2.704, 1.735], [-6.635, -2.560, -1.206], [-4.923, -1.444, -1.933], [-3.628, -2.156, -0.942], [-4.539, 0.763, -0.881], [-3.054, 0.153, -1.629], [-2.274, -0.637, 0.618], [-1.983, 3.870, 1.193], [-1.729, 5.230, 1.433], [-0.777, 5.379, 1.954], [-1.728, 5.812, 0.505], [-2.544, 5.573, 2.070], [0.285, 4.741, -0.032], [1.725, 3.346, -1.427], [3.477, -0.269, -2.640], [3.792, -1.601, -1.962], [4.454, -2.195, -2.593], [2.871, -2.165, -1.809], [2.934, -0.434, -3.572], [4.406, 0.273, -2.851], [2.561, 1.458, 0.084], [4.172, 1.391, -0.666], [2.612, -0.993, 0.451], [5.421, -0.872, -0.733], [5.925, -3.902, 0.851], [6.700, -2.469, 0.115], [6.670, -2.648, 2.699], [5.436, -0.112, 3.707], [6.649, 0.923, 2.906]]}

(5)
{"formula": "C52H45N4O8S3Ti", "method": "ωB97M-V/def2-TZVPD", "e_homo_ev": -5.296, "de_lowest_kj_mol": 0.00, "charge": -1, "orbital_gap_ev": 7.41, "fmax_ha_per_bohr": 0.031, "species": ["Ti", "O", "C", "C", "C", "C", "C", "C", "C", "C", "C", "O", "C", "C", "C", "C", "C", "C", "C", "C", "C", "C", "C", "C", "N", "C", "C", "C", "C", "C", "C", "C", "C", "C", "C", "C", "C", "H", "H", "H", "H", "H", "H", "H", "H", "H", "H", "H", "H", "H", "H", "H", "H", "H", "H", "H", "H", "H", "H", "H", "H", "H", "H", "H", "O", "C", "C", "C", "C", "C", "C", "C", "O", "N", "N", "C", "S", "C", "C", "S", "H", "H", "H", "H", "H", "H", "H", "H", "H", "C", "C", "C", "C", "C", "C", "C", "S", "O", "O", "N", "C", "C", "O", "O", "H", "H", "H", "H", "H", "H", "H", "H", "H"], "xyz": [[0.079, -1.102, 0.972], [1.584, -0.775, 0.078], [2.801, -0.318, 0.590], [2.581, 0.415, 1.943], [1.608, 1.558, 1.888], [1.888, 2.754, 2.543], [0.962, 3.778, 2.491], [-0.198, 3.597, 1.759], [-0.410, 2.377, 1.128], [-1.621, 2.154, 0.277], [-1.214, 1.819, -1.168], [-0.660, 0.467, -1.233], [-0.096, 2.742, -1.655], [1.008, 2.248, -2.340], [1.905, 3.121, -2.939], [1.736, 4.492, -2.827], [0.656, 4.989, -2.113], [-0.260, 4.119, -1.546], [-2.335, 2.074, -2.188], [-3.549, 2.658, -1.861], [-4.489, 2.935, -2.843], [-4.228, 2.639, -4.170], [-3.012, 2.059, -4.506], [-2.074, 1.790, -3.527], [0.468, 1.380, 1.218], [3.535, 0.546, -0.447], [4.074, 1.796, -0.182], [4.867, 2.439, -1.126], [5.130, 1.843, -2.346], [4.556, 0.611, -2.639], [3.764, -0.024, -1.700], [3.769, -1.497, 0.841], [3.486, -2.751, 0.315], [4.342, -3.819, 0.526], [5.512, -3.644, 1.248], [5.823, -2.386, 1.742], [4.959, -1.321, 1.538], [2.199, -0.332, 2.640], [3.527, 0.770, 2.340], [2.812, 2.868, 3.095], [1.151, 4.712, 3.006], [-0.926, 4.392, 1.673], [-2.195, 1.303, 0.652], [-2.242, 3.046, 0.303], [1.152, 1.179, -2.417], [2.738, 2.723, -3.499], [2.438, 5.171, -3.296], [0.514, 6.058, -2.015], [-1.128, 4.520, -1.033], [-3.801, 2.868, -0.830], [-5.438, 3.376, -2.561], [-4.962, 2.858, -4.936], [-2.793, 1.810, -5.538], [-1.128, 1.336, -3.797], [3.903, 2.286, 0.767], [5.286, 3.413, -0.902], [5.766, 2.335, -3.072], [4.743, 0.140, -3.597], [3.334, -0.996, -1.912], [2.570, -2.894, -0.242], [4.084, -4.797, 0.141], [6.173, -4.482, 1.432], [6.742, -2.236, 2.296], [5.236, -0.346, 1.921], [1.293, -1.595, 4.628], [0.160, -1.943, 5.268], [0.330, -2.417, 6.573], [-0.742, -2.814, 7.341], [-2.026, -2.742, 6.816], [-2.209, -2.259, 5.537], [-1.141, -1.839, 4.734], [-1.474, -1.234, 3.401], [-0.559, -0.633, 2.670], [-2.742, -1.259, 3.130], [-3.199, -0.606, 2.007], [-4.422, -0.282, 2.141], [-5.366, 0.521, 0.917], [-6.968, 0.162, 1.717], [-6.786, 0.261, 3.213], [-5.273, -0.646, 3.678], [1.269, -1.928, 3.696], [1.345, -2.479, 6.944], [-0.575, -3.198, 8.341], [-2.881, -3.049, 7.405], [-3.202, -2.177, 5.121], [-7.277, -0.839, 1.419], [-7.684, 0.892, 1.339], [-7.619, -0.192, 3.751], [-6.676, 1.300, 3.525], [0.755, -2.377, -6.463], [-0.017, -2.234, -5.179], [-1.402, -2.120, -5.180], [-2.100, -1.915, -3.998], [-1.413, -1.842, -2.801], [-0.033, -1.999, -2.773], [0.655, -2.189, -3.958], [-2.325, -1.414, -1.306], [-3.428, -0.597, -1.746], [-2.688, -2.614, -0.607], [-1.256, -0.562, -0.398], [-0.373, -3.122, 0.638], [0.717, -3.497, 1.594], [1.145, -4.600, 1.858], [1.176, -2.371, 2.113], [0.087, -2.458, -7.320], [1.393, -3.262, -6.441], [1.400, -1.510, -6.618], [-1.940, -2.167, -6.120], [-3.175, -1.782, -3.993], [0.491, -1.936, -1.829], [1.736, -2.289, -3.943], [-0.331, -3.671, -0.300], [-1.346, -3.314, 1.100]]}

(6)
{"formula": "C4H14O3", "method": "ωB97M-V/def2-TZVPD", "e_homo_ev": -9.070, "de_lowest_kj_mol": 190.49, "orbital_gap_ev": 9.62, "fmax_ha_per_bohr": 0.053, "species": ["C", "C", "C", "C", "H", "H", "H", "H", "H", "H", "H", "H", "H", "H", "O", "H", "H", "O", "H", "H", "O"], "xyz": [[-1.477, -1.358, -1.813], [-0.443, -0.940, -0.800], [0.785, -1.452, -0.774], [1.548, -1.435, 0.531], [-1.569, -2.449, -1.827], [-1.431, -0.935, -2.819], [-2.473, -1.046, -1.452], [-0.609, 0.052, -0.406], [1.093, -2.225, -1.474], [1.459, -0.449, 0.977], [2.582, -1.768, 0.485], [1.020, -1.990, 1.297], [3.125, 0.892, -1.487], [3.166, 0.713, -0.022], [2.673, 1.199, -0.693], [-3.101, 3.850, 0.840], [-2.243, 2.621, 1.230], [-3.139, 2.917, 1.054], [0.394, 1.152, 2.584], [-0.948, 0.979, 2.080], [-0.413, 1.672, 2.489]]}

(7)
{"formula": "C7H10", "method": "ωB97M-V/def2-TZVPD", "e_homo_ev": -8.782, "de_lowest_kj_mol": 330.74, "orbital_gap_ev": 9.84, "fmax_ha_per_bohr": 0.098, "species": ["C", "C", "C", "C", "C", "C", "C", "H", "H", "H", "H", "H", "H", "H", "H", "H", "H"], "xyz": [[-0.039, 1.577, 0.003], [0.869, 0.622, -0.157], [-1.243, 0.420, -0.202], [-2.500, 0.501, 0.142], [-0.082, -0.546, -0.554], [2.309, 0.741, 0.057], [-0.160, -1.886, 0.106], [-0.277, 2.621, 0.226], [-3.188, -0.450, 0.291], [-2.923, 1.513, 0.382], [-0.179, -0.795, -1.573], [2.386, 1.084, 1.025], [2.824, 1.387, -0.658], [2.851, -0.204, 0.218], [-1.135, -2.219, -0.108], [-0.111, -1.720, 1.124], [0.598, -2.645, -0.324]]}

(8)
{"formula": "C4H9N3O", "method": "ωB97M-V/def2-TZVPD", "e_homo_ev": [-7.189, -7.187], "de_lowest_kj_mol": 665.85, "orbital_gap_ev": [7.93, 7.93], "fmax_ha_per_bohr": 0.065, "species": ["C", "C", "N", "O", "N", "H", "H", "H", "H", "H", "H", "N", "C", "C", "H", "H", "H"], "xyz": [[-1.318, 1.200, 1.090], [-0.754, 0.441, -0.073], [-0.922, 1.038, -1.274], [-0.577, -1.631, 1.161], [-0.514, -0.903, -0.060], [-1.176, -2.367, 0.990], [-1.319, 1.953, -1.404], [-0.432, 0.609, -2.046], [-0.973, 0.798, 2.038], [-1.067, 2.260, 1.052], [-2.406, 1.129, 1.033], [1.601, 0.346, -0.288], [1.384, -1.060, -0.439], [2.195, -2.015, -0.638], [2.203, 0.760, -0.995], [1.994, 0.516, 0.636], [2.082, -3.074, -0.783]]}

(9)
{"formula": "C3H6S2", "method": "ωB97M-V/def2-TZVPD", "e_homo_ev": -8.755, "de_lowest_kj_mol": 85.86, "orbital_gap_ev": 8.40, "fmax_ha_per_bohr": 0.062, "species": ["C", "C", "C", "H", "H", "H", "H", "H", "H", "S", "S"], "xyz": [[-1.439, -0.145, -0.511], [0.008, 0.418, -0.584], [0.709, 0.445, 0.792], [-1.956, 0.374, 0.217], [-1.348, -1.238, -0.290], [-1.961, 0.031, -1.405], [0.166, 0.756, 1.664], [1.535, 1.134, 0.658], [2.269, -1.294, 0.307], [0.824, 0.803, -1.996], [1.194, -1.284, 1.146]]}

(10)
{"formula": "C13H13NO2", "method": "ωB97M-V/def2-TZVPD", "e_homo_ev": -8.929, "de_lowest_kj_mol": 20.46, "orbital_gap_ev": 8.20, "fmax_ha_per_bohr": 0.016, "species": ["C", "C", "C", "N", "C", "C", "C", "O", "C", "C", "C", "C", "C", "C", "C", "O", "H", "H", "H", "H", "H", "H", "H", "H", "H", "H", "H", "H", "H"], "xyz": [[4.020, -0.458, 0.084], [3.581, 0.472, -1.045], [2.072, 0.513, -1.254], [1.454, 1.481, -0.309], [0.207, 1.149, 0.192], [-0.162, 1.247, 1.484], [-1.562, 0.991, 1.876], [-2.098, 1.526, 2.821], [-2.292, 0.005, 1.019], [-3.308, -0.786, 1.535], [-3.959, -1.689, 0.704], [-3.614, -1.780, -0.641], [-2.609, -0.979, -1.164], [-1.937, -0.097, -0.326], [-0.824, 0.750, -0.835], [-0.737, 1.101, -1.988], [3.574, -1.447, -0.024], [5.103, -0.590, 0.062], [3.766, -0.061, 1.068], [4.048, 0.156, -1.978], [3.938, 1.484, -0.841], [1.844, 0.829, -2.269], [1.661, -0.486, -1.083], [2.079, 1.624, 0.477], [0.543, 1.564, 2.243], [-3.572, -0.680, 2.579], [-4.739, -2.318, 1.110], [-4.132, -2.476, -1.287], [-2.346, -1.042, -2.211]]}

(11)
{"formula": "FH2O2P", "method": "ωB97M-V/def2-TZVPD", "e_homo_ev": -10.393, "de_lowest_kj_mol": 105.52, "orbital_gap_ev": 11.18, "fmax_ha_per_bohr": 0.084, "species": ["O", "O", "F", "P", "H", "H"], "xyz": [[0.951, -1.381, -0.748], [-0.221, 0.990, 0.300], [-0.023, -1.481, 1.373], [1.031, -0.536, 0.612], [0.394, -2.146, -0.752], [-0.427, 1.237, 1.200]]}

(12)
{"formula": "C4H6N2", "method": "ωB97M-V/def2-TZVPD", "e_homo_ev": -7.339, "de_lowest_kj_mol": 536.22, "orbital_gap_ev": 7.80, "fmax_ha_per_bohr": 0.017, "species": ["C", "C", "N", "H", "H", "H", "N", "C", "C", "H", "H", "H"], "xyz": [[-0.372, -1.122, 1.698], [-0.413, -0.594, 0.333], [-0.878, -0.637, -0.785], [-0.636, -0.348, 2.421], [0.625, -1.494, 1.941], [-1.088, -1.943, 1.781], [0.712, 0.829, -0.108], [0.013, 0.601, -1.400], [0.151, 1.217, -2.507], [0.548, 1.772, 0.248], [1.722, 0.706, -0.199], [-0.383, 1.013, -3.423]]}

We obtain DFT total energy values of -356.635822, -1037.293213, -946.341550, -1422.998717, -4873.699429, -386.454222, -272.592028, -397.097037, -914.242972, -708.405476, -592.941327, -265.331339 Ha for the records listed above, in that order.